A single C5H9N7 molecule at a distorted geometry, computed with ωB97M-V with the def2-TZVPD basis set.

Bonds (Å) are listed after each position.
Element x y z (Å)
1 C 0.183 -1.395 0.119  C2 1.359, C4 1.338
2 C 1.403 -1.250 -0.464  C1 1.359, N6 1.396, N10 1.407
3 C 1.537 0.803 0.375  N6 1.261, N8 1.369, N11 1.393
4 C -1.042 -0.889 0.298  C1 1.338, C5 1.450, N7 1.398
5 C -2.086 -1.481 1.112  C4 1.450, H13 1.151, H14 1.050, H15 1.126
6 N 2.188 -0.239 0.092  C2 1.396, C3 1.261
7 N -1.399 0.199 -0.505  C4 1.398, N9 1.245
8 N 0.376 1.416 -0.013  C3 1.369, N9 1.274
9 N -0.691 1.209 -0.677  N7 1.245, N8 1.274, N12 1.393
10 N 1.874 -2.176 -1.412  C2 1.407, H16 1.056, H17 0.992
11 N 2.236 1.776 1.087  C3 1.393, H18 0.977, H19 0.970
12 N -1.048 2.250 -1.531  N9 1.393, H20 1.072, H21 1.030
13 H -1.738 -2.318 1.821  C5 1.151
14 H -2.911 -1.803 0.548  C5 1.050
15 H -2.574 -0.778 1.844  C5 1.126
16 H 2.886 -2.435 -1.255  N10 1.056
17 H 1.326 -2.983 -1.233  N10 0.992
18 H 2.898 1.652 1.795  N11 0.977
19 H 1.481 2.331 1.334  N11 0.970
20 H -0.202 2.896 -1.408  N12 1.072
21 H -1.835 2.863 -1.271  N12 1.030

F_max: 4.4 eV Å⁻¹
Kohn-Sham gap: 7.45 eV
HOMO level: -0.283 hartree
M: 167.18 g mol⁻¹
Energy relative to the best compared isomer or geometry (same formula, charge and spin): 4.9901 eV